1.
{"formula": "C15H12AsIO10SV", "method": "ωB97M-V with the def2-TZVPD basis set", "homo_lumo_gap_ev": [7.35, 8.23], "molar_mass_g_mol": 637.1, "total_charge": -1, "multiplicity": 3, "lumo_energy_ev": [2.077, 2.077], "de_lowest_kj_mol": 380.78, "energy_ha": -5206.993312, "species": ["I", "As", "V", "S", "O", "O", "O", "O", "O", "O", "O", "O", "O", "O", "C", "C", "C", "C", "C", "C", "C", "C", "C", "C", "C", "C", "C", "C", "C", "H", "H", "H", "H", "H", "H", "H", "H", "H", "H", "H", "H"], "coordinates": [[7.45123, 1.56803, 1.62240], [-3.28771, 0.61771, -1.13634], [-0.58839, 0.01674, 0.13248], [-0.58850, 1.85933, 2.18018], [0.88649, -0.83943, 0.67227], [-2.04436, 2.37395, 1.41584], [0.29828, 1.82012, 0.96489], [-1.56451, 0.99856, -0.89415], [-1.76808, -2.15854, 0.96767], [1.87122, -2.70034, 1.42318], [-0.90477, 0.44220, 2.50656], [-3.99591, -2.21064, 0.50361], [-1.52581, -1.58514, -0.33065], [-3.81652, 2.18840, -1.86097], [4.52275, 1.24098, 0.95004], [-3.95811, 1.09514, 0.66139], [-3.79145, 1.82410, 2.96654], [-3.07349, -2.35571, 1.26028], [5.61849, 0.57263, 1.47324], [-5.24306, 0.62792, 0.94361], [4.30749, -1.40268, 1.78396], [-3.25422, 1.74679, 1.68248], [-5.05514, 1.32357, 3.22791], [3.30756, 0.56703, 0.84831], [-5.80367, 0.74809, 2.20407], [3.20044, -0.75603, 1.25485], [1.91067, -1.53342, 1.12867], [-3.18680, -2.74428, 2.70557], [5.52654, -0.74658, 1.89822], [-2.26856, -3.20443, 3.06677], [-3.20400, 2.29082, 3.74864], [-4.14303, 1.99570, -2.74670], [4.19548, -2.43248, 2.09938], [-6.80599, 0.37974, 2.39591], [6.38847, -1.25422, 2.30999], [2.43756, 1.07811, 0.46828], [-5.80430, 0.13504, 0.15529], [-5.46102, 1.38288, 4.23209], [4.60626, 2.27028, 0.62723], [-3.35931, -1.82771, 3.27562], [-4.03819, -3.40838, 2.82740]], "forces_ev_per_angstrom": [[0.05, 0.03, 0.01], [-0.05, 0.32, 0.16], [0.12, -1.05, 1.53], [0.00, -0.12, -0.17], [3.11, -1.57, 0.87], [-0.39, -0.18, 0.25], [-0.49, 0.35, 0.31], [-1.85, 1.34, -2.04], [-0.11, -0.05, 0.02], [-0.05, -0.59, 0.19], [-0.13, 0.13, -0.37], [0.06, 0.02, -0.02], [-0.70, -0.09, 0.31], [-0.09, 0.13, -0.21], [-0.14, -0.16, 0.02], [0.28, -0.04, 0.15], [0.01, 0.07, -0.04], [0.35, 0.18, -0.39], [-0.05, -0.07, -0.01], [0.12, 0.00, -0.02], [0.24, -0.03, 0.04], [0.36, 0.07, -0.13], [-0.07, -0.07, -0.07], [0.21, 0.10, 0.02], [0.02, 0.07, 0.10], [-0.09, 0.09, -0.05], [-0.73, 1.04, -0.50], [0.08, -0.01, 0.11], [-0.15, 0.01, -0.02], [-0.05, 0.01, -0.01], [-0.04, 0.01, -0.03], [0.10, 0.08, 0.03], [0.02, 0.03, -0.01], [0.09, 0.00, -0.01], [-0.01, 0.01, -0.01], [-0.07, 0.05, -0.03], [0.04, -0.05, 0.05], [0.02, 0.03, -0.05], [-0.01, -0.02, 0.02], [-0.01, -0.04, -0.03], [-0.02, -0.01, 0.03]], "lowdin_spin": [0.000, 0.010, 1.852, 0.008, 0.020, 0.007, 0.009, 0.009, 0.025, 0.021, 0.020, 0.000, -0.004, 0.002, 0.000, 0.002, 0.000, 0.002, 0.001, 0.001, 0.001, 0.003, 0.001, 0.001, 0.000, -0.001, 0.008, 0.001, 0.000, 0.000, 0.000, 0.000, 0.000, 0.000, 0.000, 0.000, 0.000, 0.000, 0.000, 0.000, 0.000]}



2.
{"formula": "C2HN2PS2", "method": "ωB97M-V with the def2-TZVPD basis set", "homo_lumo_gap_ev": [5.59, 7.30], "molar_mass_g_mol": 148.2, "smiles": "C#CP(=S)=NN=S", "lumo_energy_ev": [-2.388, -1.334], "de_lowest_kj_mol": 388.89, "energy_ha": -1323.874925, "species": ["S", "S", "P", "N", "N", "C", "C", "H"], "coordinates": [[-2.01714, -0.37448, -0.71842], [0.42986, 2.69666, -2.57146], [-0.50123, 0.45369, 0.19246], [0.74122, 0.60341, -0.90836], [0.67238, 1.47567, -1.74398], [0.15153, -1.69037, 1.91398], [0.22746, -0.83863, 1.08216], [0.29591, -2.32595, 2.75362]], "forces_ev_per_angstrom": [[-0.41, 0.43, -0.10], [-0.51, 1.46, -0.94], [-2.42, -0.98, 1.56], [1.76, 2.94, -3.68], [1.38, -3.08, 1.76], [0.83, -0.80, 1.35], [-0.43, 0.32, 0.12], [-0.20, -0.31, -0.08]], "nbo_charge": [-0.408, 0.382, 0.921, -0.381, -0.183, -0.115, -0.452, 0.235]}